DFT (wB97M-V/def2-TZVPD) results for 8 unconnected molecules or ions with the total composition C27H54N8O13.

```
! RIJCOSX wB97M-V def2-TZVPD def2/J DEFGRID3
* xyz 0 1
C 2.16889 -0.44749 3.03637
C 1.13011 -0.09012 2.00265
O 0.30442 1.00629 2.48751
C -0.92838 0.70266 2.78555
C -1.52520 -0.36979 3.30026
O -0.96053 -1.54620 3.69751
N -1.58177 -2.70694 3.05779
O -1.68925 -2.57279 1.91579
C -2.96848 -0.11230 3.43776
O -3.82917 -0.82500 3.86853
O -3.18592 1.16871 2.98709
C -2.00311 1.73323 2.58032
O -1.89345 2.84923 2.15725
H 1.73195 -1.05511 3.82555
H 3.04599 -0.89458 2.59319
H 2.43306 0.49986 3.49715
H 1.67116 0.22350 1.12438
H 0.52580 -0.93547 1.70541
C 6.61044 -0.59783 -0.99093
N 5.49982 -0.62640 -0.05735
C 4.28448 -1.19629 -0.23845
C 4.02591 -1.88884 -1.55278
O 3.43949 -1.13172 0.64735
H 7.48451 -1.07401 -0.54189
H 6.85815 0.43807 -1.22577
H 6.35758 -1.11225 -1.91053
H 5.60619 -0.17467 0.83772
H 3.01540 -2.28255 -1.54742
H 4.11802 -1.18607 -2.38164
H 4.72719 -2.71272 -1.69433
C -6.90971 -0.59900 4.32206
N -7.87387 -1.00244 5.33496
C -9.14805 -1.41717 5.16916
C -9.68490 -1.48967 3.76398
O -9.83175 -1.71303 6.14594
H -6.03995 -1.24299 4.39272
H -6.60799 0.42992 4.51935
H -7.32481 -0.66241 3.32291
H -7.58619 -0.97642 6.29914
H -10.71273 -1.83677 3.80229
H -9.66205 -0.50122 3.30427
H -9.10062 -2.18954 3.16510
C 2.69065 -0.11816 -6.82174
N 3.90114 -0.23089 -6.03470
C 4.47685 0.70992 -5.25164
C 3.79724 2.05688 -5.16338
O 5.50897 0.46838 -4.63850
H 1.96793 -0.86568 -6.49017
H 2.91894 -0.29981 -7.87406
H 2.24678 0.86646 -6.72310
H 4.39692 -1.11230 -6.05418
H 4.37482 2.69480 -4.50202
H 3.74618 2.52676 -6.14639
H 2.79092 1.95069 -4.75683
C -9.78189 2.21654 8.33997
N -9.62609 1.74339 6.97783
C -9.09774 2.40209 5.91447
C -8.59252 3.80843 6.13551
O -9.04126 1.85367 4.82571
H -9.23292 1.56388 9.02077
H -10.83695 2.19662 8.61764
H -9.40968 3.22941 8.44779
H -9.93967 0.80565 6.76039
H -8.20464 4.18902 5.19619
H -9.40184 4.45849 6.46940
H -7.79068 3.81681 6.87468
C -2.00086 -3.09642 -1.41979
N -0.82147 -2.26975 -1.61863
C -0.36990 -1.71830 -2.77555
C -1.17387 -1.97927 -4.02787
O 0.64575 -1.04161 -2.79064
H -2.66610 -2.61304 -0.70355
H -1.70232 -4.06601 -1.01851
H -2.53425 -3.24843 -2.35115
H -0.24371 -2.05972 -0.81919
H -0.69054 -1.47765 -4.85994
H -1.21741 -3.04795 -4.24050
H -2.18617 -1.58762 -3.92295
C 4.62602 5.14025 1.56992
N 4.57032 3.74050 1.94943
C 3.57687 3.08540 2.60546
C 2.36075 3.88430 3.00627
O 3.67538 1.89221 2.85268
H 4.72447 5.22460 0.48638
H 5.49229 5.61383 2.03508
H 3.73008 5.66417 1.88215
H 5.35041 3.15105 1.70998
H 1.66333 3.22526 3.51220
H 2.63964 4.69112 3.68542
H 1.86846 4.30062 2.12702
C 8.51381 -2.15649 -8.76629
N 7.45762 -2.19954 -7.77169
C 6.22753 -2.75650 -7.87615
C 5.86762 -3.42791 -9.17928
O 5.44932 -2.70564 -6.93478
H 9.40545 -2.65014 -8.37702
H 8.76260 -1.11866 -8.99259
H 8.20975 -2.65209 -9.68116
H 7.62680 -1.76737 -6.87616
H 4.85856 -3.81915 -9.10091
H 5.90344 -2.71254 -10.00147
H 6.54816 -4.25428 -9.38581
*
```

Computed properties:
orbital gap: 0.301 Ha

Mulliken population analysis, charges in e, atoms 1 to 99: number 1, C, carries -1.1120; number 2, C, carries 0.0429; number 3, O, carries -0.3349; number 4, C, carries 0.2701; number 5, C, carries 1.1160; number 6, O, carries -0.3358; number 7, N, carries 0.1775; number 8, O, carries -0.1801; number 9, C, carries 0.4396; number 10, O, carries -0.5405; number 11, O, carries -0.3008; number 12, C, carries -0.0726; number 13, O, carries -0.5327; number 14, H, carries 0.3821; number 15, H, carries 0.3240; number 16, H, carries 0.2646; number 17, H, carries 0.4076; number 18, H, carries 0.0085; number 19, C, carries -0.8689; number 20, N, carries -0.1081; number 21, C, carries 0.7637; number 22, C, carries -1.1928; number 23, O, carries -0.5642; number 24, H, carries 0.2899; number 25, H, carries 0.2676; number 26, H, carries 0.3270; number 27, H, carries 0.2257; number 28, H, carries 0.1743; number 29, H, carries 0.2519; number 30, H, carries 0.4031; number 31, C, carries -0.8878; number 32, N, carries 0.0325; number 33, C, carries 0.7891; number 34, C, carries -1.3293; number 35, O, carries -0.7136; number 36, H, carries 0.4336; number 37, H, carries 0.1973; number 38, H, carries 0.2650; number 39, H, carries 0.2280; number 40, H, carries 0.3486; number 41, H, carries 0.2892; number 42, H, carries 0.3662; number 43, C, carries -0.9531; number 44, N, carries 0.0383; number 45, C, carries 0.9373; number 46, C, carries -1.4317; number 47, O, carries -0.6849; number 48, H, carries 0.2775; number 49, H, carries 0.2844; number 50, H, carries 0.3684; number 51, H, carries 0.1905; number 52, H, carries 0.3004; number 53, H, carries 0.4001; number 54, H, carries 0.3343; number 55, C, carries -0.9277; number 56, N, carries -0.0549; number 57, C, carries 0.8535; number 58, C, carries -1.4098; number 59, O, carries -0.5956; number 60, H, carries 0.2913; number 61, H, carries 0.2995; number 62, H, carries 0.3503; number 63, H, carries 0.1456; number 64, H, carries 0.3078; number 65, H, carries 0.3801; number 66, H, carries 0.3624; number 67, C, carries -0.9095; number 68, N, carries -0.0528; number 69, C, carries 0.9318; number 70, C, carries -1.3821; number 71, O, carries -0.6304; number 72, H, carries 0.2444; number 73, H, carries 0.2894; number 74, H, carries 0.4007; number 75, H, carries 0.1139; number 76, H, carries 0.2287; number 77, H, carries 0.3765; number 78, H, carries 0.3905; number 79, C, carries -0.8965; number 80, N, carries -0.1580; number 81, C, carries 0.7875; number 82, C, carries -1.2630; number 83, O, carries -0.6003; number 84, H, carries 0.2919; number 85, H, carries 0.2969; number 86, H, carries 0.3330; number 87, H, carries 0.2121; number 88, H, carries 0.1497; number 89, H, carries 0.4459; number 90, H, carries 0.3755; number 91, C, carries -0.8613; number 92, N, carries -0.1267; number 93, C, carries 0.8117; number 94, C, carries -1.3635; number 95, O, carries -0.7087; number 96, H, carries 0.2944; number 97, H, carries 0.2897; number 98, H, carries 0.3234; number 99, H, carries 0.2255